ORCA calculation (ωB97M-V/def2-TZVPD) on a structure of composition C32H30CrF3N5O3S.

Max |F| (eV/Å): 0.74
2S+1: 5
Energy above the lowest of the compared OMol25 structures with the same formula, charge and spin (kcal/mol): 0.00
⟨S²⟩: 6.03
HOMO energy (spin up / spin down) (hartree): -0.256 / -0.292

```
75
C32H30CrF3N5O3S (ωB97M-V/def2-TZVPD)
Cr 0.1024 0.0398 0.0054
C 1.2491 -0.6124 -2.9841
C 2.1592 -1.6627 -2.3458
C 1.5795 -2.5614 -1.2888
C 1.5818 -3.9426 -1.4614
C 1.1594 -4.7554 -0.4254
C 0.7538 -4.1740 0.7641
C 0.7458 -2.7950 0.8454
N 1.1385 -2.0038 -0.1576
N 1.0193 0.6329 -2.2268
C 2.2766 1.3863 -2.0990
C 2.1559 2.6748 -1.3110
C 3.1404 3.6459 -1.4384
C 3.0680 4.7799 -0.6504
C 2.0021 4.9198 0.2215
C 1.0576 3.9119 0.2604
N 1.1273 2.8090 -0.4807
C 0.0556 1.4559 -2.9890
C -1.3729 1.3626 -2.5267
C -2.4109 1.2449 -3.4453
C -3.7162 1.2765 -2.9876
C -3.9510 1.4143 -1.6290
C -2.8587 1.4907 -0.7858
N -1.5953 1.4765 -1.2179
H 1.6979 -0.3425 -3.9536
H 0.2707 -1.0471 -3.2020
H 2.5225 -2.2985 -3.1556
H 3.0486 -1.1844 -1.9269
H 1.9268 -4.3645 -2.3957
H 1.1561 -5.8315 -0.5420
H 0.4312 -4.7651 1.6090
H 0.4054 -2.2957 1.7446
H 3.0016 0.7655 -1.5724
H 2.6868 1.6084 -3.0962
H 3.9630 3.4926 -2.1246
H 3.8347 5.5405 -0.7112
H 1.9060 5.7857 0.8612
H 0.2073 3.9847 0.9311
H 0.3478 2.5031 -2.9048
H 0.1079 1.2065 -4.0557
H -2.1897 1.1322 -4.4988
H -4.5417 1.1868 -3.6819
H -4.9519 1.4343 -1.2225
H -3.0044 1.5484 0.2858
N -0.5441 0.9419 1.9040
C -1.1362 0.0912 2.8998
C -0.7267 0.2662 4.2183
C -1.1831 -0.5640 5.2274
C -2.0638 -1.5864 4.9099
C -2.4719 -1.7545 3.5977
C -2.0319 -0.9276 2.5597
C -2.5093 -1.2230 1.1793
C -3.8098 -1.7189 1.0415
C -4.2740 -2.1798 -0.1798
C -3.4207 -2.1724 -1.2754
C -2.1506 -1.6342 -1.1381
C -1.6650 -1.1009 0.0610
H 0.2999 1.3691 2.2942
H -1.1534 1.7016 1.6144
H -0.0208 1.0583 4.4376
H -0.8423 -0.4191 6.2439
H -2.4218 -2.2637 5.6744
H -3.1305 -2.5807 3.3581
H -4.4738 -1.7456 1.8992
H -5.2855 -2.5572 -0.2649
H -3.7533 -2.5611 -2.2314
H -1.5182 -1.6088 -2.0243
F 4.5089 0.1780 3.6804
C 3.7290 -0.2633 2.6918
F 4.4697 -1.0361 1.8884
F 2.7640 -1.0271 3.2275
S 2.9958 1.1390 1.7532
O 4.1243 1.8859 1.2786
O 2.1468 1.7916 2.7317
O 2.2547 0.4278 0.7080
```

ORCA calculation (ωB97M-V/def2-TZVPD) on a structure of composition C32H30F6I2N4O4P2S2Se4Ti.

Max |F| (eV/Å): 0.50
Energy above the lowest of the compared OMol25 structures with the same formula, charge and spin (kcal/mol): 0.00
Charge: +2
HOMO energy (hartree): -0.456

```
87
C32H30F6I2N4O4P2S2Se4Ti (ωB97M-V/def2-TZVPD)
Ti -0.0731 -0.6229 0.2275
F 1.1612 2.5584 -2.5372
C 1.7425 3.1176 -1.4869
F 1.5165 4.4122 -1.4812
F 3.0310 2.8567 -1.4794
S 0.9967 2.3963 0.0403
O 1.1758 0.9269 -0.1565
O 1.6419 2.9622 1.1608
N -0.5219 2.7629 -0.0665
S -1.7349 1.8514 -0.3489
O -1.2913 0.5280 -0.9152
O -2.6563 1.7019 0.7257
C -2.6161 2.6468 -1.7674
F -1.7444 2.8988 -2.7235
F -3.1759 3.7509 -1.3355
F -3.5281 1.7874 -2.1916
Se 4.2484 -3.6248 4.6048
P 4.4649 -3.7906 2.5312
C 5.9511 -3.0559 1.8314
C 6.7668 -2.2732 2.6418
C 7.9099 -1.6943 2.1103
C 8.2342 -1.8996 0.7762
C 7.4185 -2.6826 -0.0326
C 6.2746 -3.2642 0.4893
C 4.3296 -5.4728 1.8972
C 5.4798 -6.2453 1.7618
C 5.3745 -7.5777 1.3885
C 4.1271 -8.1394 1.1563
C 2.9780 -7.3716 1.2987
C 3.0781 -6.0408 1.6717
C 3.1255 -2.9422 1.6239
C 1.9992 -2.2417 1.9983
N 1.3477 -1.9432 0.8319
N 2.0704 -2.4253 -0.1988
N 3.1172 -3.0110 0.2572
P 1.2436 -1.5704 3.4727
Se 0.0834 0.1424 2.6592
C 2.3519 -0.8262 4.6346
C 2.1562 -1.0505 5.9930
C 3.0210 -0.4584 6.8980
C 4.0585 0.3448 6.4428
C 4.2360 0.5743 5.0815
C 3.3779 -0.0062 4.1681
C 0.1147 -2.7725 4.1802
C -1.1617 -2.3854 4.5864
C -2.0227 -3.3286 5.1279
C -1.6139 -4.6495 5.2598
C -0.3367 -5.0318 4.8613
C 0.5345 -4.0971 4.3239
H 6.5132 -2.1370 3.6862
H 8.5524 -1.0944 2.7416
H 9.1317 -1.4551 0.3654
H 7.6790 -2.8475 -1.0703
H 5.6398 -3.8763 -0.1417
H 6.4559 -5.8136 1.9476
H 6.2692 -8.1771 1.2820
H 4.0493 -9.1795 0.8660
H 2.0058 -7.8130 1.1195
H 2.1774 -5.4458 1.7867
H 1.3619 -1.7006 6.3407
H 2.8899 -0.6301 7.9578
H 4.7350 0.7991 7.1552
H 5.0451 1.2041 4.7365
H 3.5134 0.1641 3.1064
H -1.4790 -1.3542 4.5018
H -3.0081 -3.0256 5.4600
H -2.2882 -5.3810 5.6877
H -0.0095 -6.0567 4.9811
H 1.5400 -4.3881 4.0470
C -3.8343 -1.2875 0.1052
Se -2.3812 -1.5087 1.3781
C -2.0743 -3.4332 1.1836
C -2.0224 -3.8664 -0.2602
Se -0.7210 -2.8382 -1.3222
C -1.8647 -2.3248 -2.8106
H -4.5300 -2.1124 0.2346
H -3.4705 -1.2339 -0.9112
H -4.3180 -0.3558 0.3825
H -2.8871 -3.9253 1.7164
H -1.1521 -3.6362 1.7254
H -2.9888 -3.7712 -0.7484
H -1.7141 -4.9081 -0.3290
H -2.5000 -3.1774 -3.0356
H -1.2071 -2.1385 -3.6520
H -2.4542 -1.4384 -2.6078
I 1.5140 -0.8961 -3.0666
I 0.0215 0.2790 -4.9091
```

ORCA calculation (ωB97M-V/def2-TZVPD) on a structure of composition C32H30N10SSc.

Max |F| (eV/Å): 0.77
Energy above the lowest of the compared OMol25 structures with the same formula, charge and spin (kcal/mol): 0.00
Charge: +3
HOMO energy (hartree): -0.571

```
74
C32H30N10SSc (ωB97M-V/def2-TZVPD)
Sc 0.0091 -0.0596 -0.2833
C -2.5234 -2.1723 -0.1283
N -2.3386 -0.7122 0.0158
C -3.2095 0.1205 -0.8478
C -2.4274 0.8293 -1.9021
N -1.1150 0.7490 -2.0201
C -0.7886 1.4354 -3.2079
C 0.4138 1.5292 -3.9055
C 0.4114 2.2474 -5.0824
C -0.7636 2.8466 -5.5727
C -1.9700 2.7116 -4.9161
C -1.9451 1.9810 -3.7342
N -2.9716 1.5716 -2.8702
C -1.3256 -2.7912 -0.7693
N -0.2041 -2.1272 -0.9787
C 0.6994 -3.0522 -1.5517
C 2.0124 -2.9009 -1.9982
C 2.6258 -4.0161 -2.5336
C 1.9591 -5.2517 -2.6300
C 0.6584 -5.4058 -2.1974
C 0.0580 -4.2746 -1.6605
N -1.2309 -4.0661 -1.1456
H -3.4225 -2.4031 -0.7000
H -2.6665 -2.6090 0.8620
H -2.5571 -0.4717 0.9796
H -3.7470 0.8389 -0.2287
H -3.9646 -0.4960 -1.3367
H 1.3078 1.0021 -3.5921
H 1.3247 2.3293 -5.6572
H -0.7252 3.3956 -6.5040
H -2.8822 3.1343 -5.3165
H -3.9571 1.7519 -2.9914
H 2.5414 -1.9587 -1.9406
H 3.6422 -3.9389 -2.8978
H 2.4774 -6.0990 -3.0603
H 0.1414 -6.3532 -2.2835
H -1.9718 -4.7501 -1.1001
N -0.1012 2.3888 3.3750
C -0.9393 1.8800 4.4213
C -1.1470 2.6369 5.5552
C -1.9718 2.1501 6.5625
C -2.5854 0.9157 6.4216
C -2.3757 0.1614 5.2718
C -1.5451 0.6502 4.2808
S -1.2152 -0.3719 2.8836
N -0.4775 0.7282 1.7727
C 0.0237 1.8690 2.1621
C 0.7943 2.6577 1.1439
C 1.2770 3.9253 1.3770
C 1.9999 4.5733 0.3802
C 2.2073 3.9280 -0.8212
C 1.6762 2.6607 -0.9820
N 0.9847 2.0316 -0.0298
H 0.3516 3.2672 3.5655
H -0.6709 3.6059 5.6631
H -2.1339 2.7408 7.4538
H -3.2263 0.5314 7.2040
H -2.8512 -0.8077 5.1648
H 1.1024 4.4474 2.3077
H 2.3883 5.5694 0.5515
H 2.7598 4.3879 -1.6293
H 1.8085 2.1382 -1.9161
C 1.2899 -2.8894 1.7619
C 2.2457 -1.8931 1.2076
N 1.9876 -0.8006 0.4896
C 3.2244 -0.2339 0.1708
C 4.2112 -0.9825 0.7007
N 3.5715 -2.0177 1.3503
H 0.2692 -2.5316 1.6916
H 1.4924 -3.0791 2.8159
H 1.3677 -3.8325 1.2167
H 3.3227 0.6676 -0.4058
H 5.2831 -0.8771 0.6863
H 4.0269 -2.7597 1.8616
```